Entry 1:
Computed, not measured: C24H41GeN2O2S3Si3Tc as an isolated structure, with the ωB97M-V functional and the def2-TZVPD basis.

Cartesian coordinates (Å):
C  2.693  2.551  2.846
H  -3.229  3.167  -0.366
H  -2.268  -2.580  -2.151
H  -2.607  -1.606  -3.565
H  -1.680  -2.870  1.417
H  5.030  3.664  0.691
H  1.038  -5.872  5.021
N  2.947  1.063  1.009
O  -0.157  -3.403  -1.383
H  1.780  -3.580  -2.047
Si  -0.850  2.612  0.206
N  1.468  -2.684  1.921
H  -0.826  -4.373  1.051
C  -3.776  1.042  -2.523
Si  0.579  1.267  -2.986
H  -0.368  3.602  -3.159
C  2.381  1.894  -2.748
H  0.590  4.563  0.962
S  2.642  -4.888  2.648
H  0.889  0.434  -5.356
H  -3.960  0.542  0.532
C  4.274  3.033  1.127
H  -2.895  -0.802  0.893
C  0.799  -3.107  3.029
C  -0.898  -3.096  4.719
H  2.190  2.775  3.773
H  2.980  1.116  -2.283
C  0.663  -4.928  4.650
C  3.912  1.863  0.511
S  3.375  -3.270  0.200
H  1.553  -0.720  -4.220
C  -1.402  2.469  2.035
C  2.330  1.361  2.201
H  0.117  3.032  -4.745
C  -0.304  -2.495  3.627
H  -1.748  -2.618  5.187
C  2.451  -3.482  1.560
H  -3.881  2.006  -2.044
C  0.868  -3.019  -2.271
C  -0.259  -2.746  -0.209
H  2.859  2.162  -3.687
Ge  -0.401  0.472  -0.887
C  1.276  -4.319  3.572
H  -2.368  1.979  2.096
H  -4.772  0.627  -2.647
H  -1.379  2.466  -4.026
H  -0.705  1.877  2.615
Tc  0.899  -1.253  0.385
O  2.611  -0.009  0.346
H  -0.935  -4.773  6.058
H  -1.489  3.440  2.515
H  -2.165  3.812  -1.605
C  -2.279  3.661  -0.536
Si  -2.662  -0.153  -1.507
C  -0.432  -4.307  5.220
C  -0.351  2.735  -3.810
S  1.185  0.308  2.840
C  -1.293  -3.485  0.612
H  -3.366  1.211  -3.514
H  3.882  4.317  2.820
C  -2.882  -1.771  -2.528
H  0.532  -3.242  -3.282
H  -2.329  4.641  -0.065
H  1.086  -1.948  -2.167
C  0.622  3.855  0.139
H  -0.179  -0.636  -4.471
H  -2.109  -3.826  -0.025
H  4.370  1.511  -0.399
C  -3.589  -0.406  0.157
H  0.599  4.424  -0.786
H  -0.680  -1.566  3.226
H  2.409  2.765  -2.101
H  1.579  3.351  0.185
C  0.725  -0.042  -4.394
C  3.638  3.393  2.319
H  -4.431  -1.088  0.086
H  -3.917  -2.103  -2.514

## Properties
- HOMO energy (alpha / beta) (Ha) = -0.1499 / -0.1403
- 2S+1 = 2
- energy relative to the best compared isomer or geometry (same formula, charge and spin) (kJ/mol) = 279.25
- frontier orbital gap (alpha / beta) (eV) = 6.37 / 6.39
- total charge = -1


Entry 2:
Computed, not measured: C24H41IMoN2O3SSi as an isolated structure, with the ωB97M-V functional and the def2-TZVPD basis.

Cartesian coordinates (Å):
H  -3.032  1.168  0.478
C  -2.176  -4.030  -1.877
H  2.694  2.442  -2.075
C  -0.562  2.612  2.411
H  1.993  0.441  4.195
H  2.724  3.562  2.126
C  3.951  1.233  -0.768
H  -6.366  0.805  -4.675
O  1.017  2.149  0.522
C  -4.152  -1.224  -3.061
C  4.209  2.404  0.171
C  2.683  -0.227  3.659
H  -0.741  3.334  3.223
H  5.110  2.930  -0.187
C  3.556  1.760  -2.150
C  -0.907  -2.218  0.510
H  -0.201  -2.809  -0.092
I  -4.230  -1.979  0.757
Si  1.364  0.559  0.282
H  -0.410  1.629  2.883
C  -3.627  -2.584  -2.985
N  -3.593  -0.329  -2.191
C  -4.112  -3.647  -3.774
H  2.336  -2.708  1.251
H  0.146  5.184  1.635
H  1.235  -2.375  4.264
S  0.061  -0.256  -1.228
H  -3.773  1.526  -1.292
H  1.324  4.696  0.391
H  -1.498  -2.878  1.156
C  -5.632  0.475  -3.950
C  -5.158  -0.835  -3.970
H  0.307  -2.554  2.762
H  -0.305  -1.557  1.154
H  4.958  -0.548  -1.470
H  -2.291  0.131  1.729
C  -2.231  0.459  0.688
H  -1.472  -4.159  -1.064
H  4.417  2.068  1.199
H  3.697  -1.547  1.501
H  3.157  -0.880  4.401
N  -2.617  -2.767  -2.080
H  6.062  0.833  -1.215
H  -1.279  1.027  0.588
H  3.391  3.142  0.151
H  3.283  -2.732  2.747
H  -3.901  -5.738  -4.261
C  -5.133  1.351  -2.982
H  -1.460  2.612  1.783
H  0.076  -1.103  3.805
C  5.181  0.319  -0.827
H  2.026  2.232  3.133
O  2.924  0.350  -0.263
C  1.821  3.181  2.619
C  0.805  -1.832  3.417
H  -0.411  4.262  0.209
O  1.225  -0.214  1.730
H  -4.883  -3.428  -4.504
C  1.912  -1.093  2.671
C  -4.148  0.904  -2.099
H  -5.505  -1.565  -4.688
H  4.394  2.332  -2.572
H  1.535  3.911  3.395
H  5.408  -0.034  0.192
C  2.860  -2.072  1.979
H  -5.473  2.376  -2.905
C  0.414  4.389  0.929
H  3.328  0.929  -2.831
H  -2.144  -6.083  -2.470
H  3.477  0.341  3.150
Mo  -2.141  -1.073  -0.697
C  0.669  3.060  1.637
C  -3.575  -4.920  -3.628
C  -2.597  -5.118  -2.649

## Properties
- HOMO energy (alpha / beta) (Ha) = -0.5438 / -0.5447
- 2S+1 = 3
- frontier orbital gap (alpha / beta) (eV) = 5.94 / 4.69
- total charge = +2


Entry 3:
Computed, not measured: C24H41N5O24S5 as an isolated structure, with the ωB97M-V functional and the def2-TZVPD basis.

Cartesian coordinates (Å):
H  -6.058  -10.235  11.950
H  -7.343  -7.293  10.065
O  -6.619  -14.028  11.050
C  -4.926  -12.345  11.225
C  -6.745  -10.115  9.710
N  -2.317  -11.506  8.648
H  -6.560  -7.540  11.770
O  -5.215  -6.879  17.773
H  -8.238  -6.959  11.616
C  -5.122  -9.903  12.400
H  -4.459  -9.282  11.798
C  -6.380  -7.091  16.994
N  -5.368  -8.960  13.574
H  -6.810  -8.952  15.760
C  -4.981  -12.838  15.848
C  -3.566  -10.985  8.681
H  -4.204  -12.623  11.994
H  -7.045  -7.612  17.683
H  -7.748  -8.468  13.706
C  -1.669  -5.961  11.197
C  -7.270  -7.029  11.120
O  -2.268  -7.117  11.837
O  -6.177  -11.758  6.490
H  -5.715  -13.310  9.401
H  -2.448  -10.076  11.587
H  -6.739  -15.446  14.747
C  -6.085  -8.166  15.974
H  -1.602  -6.303  14.571
O  -5.725  -5.485  11.902
H  -1.507  -5.349  12.085
C  -9.057  -10.282  13.584
H  -8.463  -8.998  9.312
C  -3.734  -10.465  9.917
O  -8.072  -12.868  12.957
O  -6.224  -8.095  13.519
H  -7.975  -8.321  11.109
H  -0.643  -5.908  10.832
C  -1.676  -11.111  9.802
C  -5.442  -13.567  10.424
H  -9.086  -10.808  14.527
H  -4.540  -9.866  10.315
H  -4.660  -10.755  12.896
O  -4.691  -9.222  14.588
H  -1.970  -12.021  7.852
N  -5.974  -13.614  14.073
H  -5.177  -11.696  13.890
N  -9.580  -10.892  12.491
C  -9.390  -10.043  11.311
C  -2.627  -10.535  10.626
C  -5.394  -14.155  16.139
H  -6.131  -9.315  10.122
O  -6.119  -11.722  11.773
O  -3.977  -5.834  10.855
H  -4.724  -14.384  10.484
S  -7.494  -12.721  11.614
O  -3.662  -8.275  9.971
S  -6.215  -10.569  7.356
O  -8.438  -12.164  10.601
H  -2.857  -6.358  13.420
H  -6.760  -6.127  16.655
C  -2.380  -6.965  14.190
H  -6.271  -13.840  13.135
O  -5.243  -9.561  6.912
H  -2.537  -5.670  9.262
H  -5.763  -7.710  15.038
H  -4.506  -12.172  16.553
H  -4.293  -7.449  14.972
N  -6.616  -5.757  11.088
C  -8.515  -9.035  11.713
S  -4.436  -8.322  18.035
O  -7.032  -4.960  10.285
H  -3.304  -6.478  16.162
S  -1.925  -9.418  14.875
H  -9.830  -10.439  10.408
H  -8.664  -10.761  9.204
H  -6.875  -10.624  10.665
H  -0.645  -11.392  9.958
H  -4.189  -11.203  7.826
H  -10.074  -11.773  12.511
C  -5.307  -12.556  14.530
C  -6.065  -14.630  14.964
H  -5.178  -14.649  17.075
O  -4.790  -7.903  12.237
O  -2.979  -8.130  18.009
O  -0.651  -9.724  15.569
S  -3.823  -7.457  11.214
H  -4.541  -11.652  10.477
O  -2.947  -8.548  15.890
O  -2.644  -10.492  14.209
O  -5.103  -9.052  19.113
C  -7.983  -9.931  9.016
O  -5.845  -10.896  8.932
H  -2.613  -4.291  10.271
C  -8.440  -9.089  13.157
O  -7.753  -10.040  7.606
C  -3.310  -7.261  15.404
C  -2.765  -5.370  10.285
O  -4.967  -8.889  16.510
O  -1.846  -8.142  13.775

## Properties
- HOMO energy (Ha) = -0.2908
- 2S+1 = 1
- frontier orbital gap (eV) = 7.26
- total charge = 0


| no. | DFT total energy (Eh) |
| --- | --- |
| 1 | -5419.9245 |
| 2 | -2327.4258 |
| 3 | -5008.3118 |